Br2OV | ωB97M-V with the def2-TZVPD basis set

The geometry in XYZ format:
```
4
Properties=species:S:1:pos:R:3:mulliken_charge:R:1
O 1.82548 -0.39552 0.52182 -0.50
V 0.26420 -0.44484 0.13831 0.98
Br 0.17671 2.06382 -0.65600 -0.22
Br -2.26640 -1.22345 -0.00414 -0.26
```

The total energy comes out at -167820.09193 eV. The LUMO energy (spin up / spin down) comes out at -3.449 / -2.844 eV. Its HOMO energy (spin up / spin down) is -10.27 / -10.30 eV. Its spin multiplicity is 2. Its HOMO-LUMO gap (spin up / spin down) is 0.2505 / 0.2739 hartree.

Br4Hf | ωB97M-V with the def2-TZVPD basis set

The geometry in XYZ format:
```
5
Properties=species:S:1:pos:R:3:mulliken_charge:R:1
Hf 10.52580 -27.60810 3.35794 1.04
Br 11.93191 -28.33790 5.61574 -0.32
Br 11.36054 -25.01597 3.16680 -0.23
Br 8.50034 -27.27211 1.67499 -0.27
Br 12.25222 -28.73126 1.59463 -0.22
```

The value obtained for the relative energy (zero: lowest compared OMol25 entry of this formula, charge and spin) is 1.5 kcal per mole. The total energy comes out at -281481.05333 eV. The LUMO energy comes out at -2.273 eV. Its HOMO energy is -10.63 eV. Its HOMO-LUMO gap is 0.3072 hartree.

Br5HOSi2 | ωB97M-V with the def2-TZVPD basis set

The geometry in XYZ format:
```
9
Properties=species:S:1:pos:R:3:mulliken_charge:R:1
Br -0.76629 2.95758 0.59734 -0.18
Si 0.14138 0.97401 1.14256 0.59
Br -1.05653 0.20527 2.81260 -0.21
Br 2.27670 0.77152 1.83179 -0.20
H 0.13551 0.03942 -0.18269 -0.01
O 1.43519 1.17845 -2.15719 -0.16
Si 2.15177 1.37077 -3.49083 0.41
Br 3.17619 3.15559 -4.18620 -0.12
Br 1.88251 -0.23752 -5.00917 -0.12
```

The value obtained for the relative energy (zero: lowest compared OMol25 entry of this formula, charge and spin) is 77.7 kcal per mole. The total energy comes out at -368037.14880 eV. The LUMO energy comes out at -1.095 eV. Its HOMO energy is -10.36 eV. Its HOMO-LUMO gap is 0.3404 hartree.

BrCl2P | ωB97M-V with the def2-TZVPD basis set

The geometry in XYZ format:
```
4
Properties=species:S:1:pos:R:3:mulliken_charge:R:1
P -0.60995 0.20006 -0.78882 0.50
Cl 0.24759 -0.85758 0.62487 0.03
Cl -0.08618 2.02437 -0.56094 -0.01
Br 3.30906 -0.73196 0.42078 -0.52
```

The value obtained for the relative energy (zero: lowest compared OMol25 entry of this formula, charge and spin) is 16.5 kcal per mole. The total energy comes out at -104374.56289 eV. The LUMO energy (spin up / spin down) comes out at -3.677 / -3.677 eV. Its HOMO energy (spin up / spin down) is -8.24 / -8.24 eV. Its HOMO-LUMO gap (spin up / spin down) is 0.1677 / 0.1677 hartree.

BrClH2O2Si | ωB97M-V with the def2-TZVPD basis set

The geometry in XYZ format:
```
7
Properties=species:S:1:pos:R:3:mulliken_charge:R:1
O 0.26005 0.36675 -1.79937 -0.53
Si 0.52031 -0.51635 -0.61177 0.67
O -0.48814 -1.16418 0.39004 -0.35
Br 2.34075 -1.47006 0.18010 -0.16
H -1.28091 -1.72155 0.64275 0.40
Cl -0.68414 2.52586 1.20744 -0.27
H -0.66790 1.97954 -0.00920 0.25
```

The value obtained for the relative energy (zero: lowest compared OMol25 entry of this formula, charge and spin) is 72.7 kcal per mole. The total energy comes out at -94572.31599 eV. The LUMO energy comes out at -0.516 eV. Its HOMO energy is -11.12 eV. Its HOMO-LUMO gap is 0.3895 hartree.

BrClH2O2Si | ωB97M-V with the def2-TZVPD basis set

The geometry in XYZ format:
```
7
Properties=species:S:1:pos:R:3:mulliken_charge:R:1
O -0.50435 0.24129 0.78309 -0.50
Si 0.04797 -1.05258 0.24904 0.66
O 0.90091 -1.12977 -1.11437 -0.46
Br 0.07317 -2.90778 1.27749 -0.09
H 1.20251 -0.27367 -1.52831 0.38
Cl -0.89147 3.23753 -0.06777 -0.38
H -0.82874 1.88497 0.40083 0.39
```

The value obtained for the relative energy (zero: lowest compared OMol25 entry of this formula, charge and spin) is 61.2 kcal per mole. The total energy comes out at -94572.81474 eV. The LUMO energy comes out at -0.742 eV. Its HOMO energy is -10.54 eV. Its HOMO-LUMO gap is 0.3599 hartree.